<one>
17
Properties=species:S:1:pos:R:3 method="wB97M-V/def2-TZVPD" homo_ev=-9.59
C -2.725 0.784 -1.453
C -1.610 0.502 -0.464
C 0.246 0.181 1.297
C 2.455 -0.371 1.650
C 2.586 -0.869 0.274
C 1.513 -0.969 -0.514
C 0.396 -0.349 -0.025
H -1.905 1.267 -2.570
H -3.628 1.727 -0.784
H -3.412 -0.461 -1.669
H 3.390 -0.297 2.430
H 3.580 -1.441 -0.085
H 1.499 -0.938 -1.707
N -1.921 0.875 0.664
N -1.157 0.477 1.682
N 1.269 0.052 2.251
N -0.576 -0.171 -0.977

<two>
17
Properties=species:S:1:pos:R:3 method="wB97M-V/def2-TZVPD" homo_ev=-8.92 smiles="CC(=C=N)C#N.N#CCC#N"
C 0.503 -2.826 -0.383
C -0.388 -1.651 -0.644
C -1.513 -1.327 -0.003
N -2.632 -1.085 0.377
C 0.024 -0.675 -1.610
N 0.404 0.004 -2.462
H 0.555 -2.973 0.633
H 1.438 -2.732 -0.957
H 0.142 -3.807 -0.715
H -2.817 -0.476 1.210
N -0.069 4.692 1.454
C 0.312 3.760 0.948
C 0.910 2.488 0.368
C 0.454 1.310 1.017
N -0.006 0.301 1.253
H 1.959 2.694 0.239
H 0.725 2.303 -0.725

So which one is most stable? That would be <two>, about 4.525 eV below the next structure.

<one>
14
Properties=species:S:1:pos:R:3 method="wB97M-V/def2-TZVPD" homo_ev=-9.00 smiles="N[C@H](C=O)CSS"
N 0.764 2.309 -0.486
C -0.350 1.365 -0.635
C -1.482 2.344 -0.237
O -1.984 2.305 0.845
C -0.260 0.168 0.264
S 0.824 -1.170 -0.599
S 0.660 -2.687 0.709
H 0.875 2.557 0.491
H 1.670 1.984 -0.809
H -0.373 1.087 -1.703
H -1.666 3.082 -1.069
H -1.129 -0.457 0.206
H 0.167 0.476 1.212
H -0.207 -3.293 -0.099

<two>
14
Properties=species:S:1:pos:R:3 method="wB97M-V/def2-TZVPD" homo_ev=-8.57 smiles="NC(=O)CCSS"
N 1.868 -1.669 0.020
C 1.780 -0.306 0.125
O 2.519 0.354 0.912
C 0.557 0.303 -0.607
C -0.655 0.414 0.406
S -1.768 1.797 -0.176
S -3.472 0.555 0.027
H 1.418 -1.881 -0.852
H 2.756 -2.105 0.236
H 0.758 1.338 -0.912
H 0.194 -0.313 -1.495
H -0.337 0.613 1.412
H -1.206 -0.518 0.525
H -4.411 1.417 0.380

So which one is most stable? That would be <two>, about 0.789 eV below the next structure.

<one>
14
Properties=species:S:1:pos:R:3 method="wB97M-V/def2-TZVPD" homo_ev=-8.24 smiles="N[C@H](C=O)CSS"
N 0.764 1.835 0.676
C 0.129 1.055 -0.347
C -0.513 1.963 -1.394
O -1.449 2.674 -1.151
C -0.910 0.067 0.212
S -0.462 -1.682 -0.110
S 1.280 -1.875 0.992
H 1.719 2.145 0.585
H 0.237 2.501 1.236
H 0.944 0.505 -0.817
H -0.062 1.951 -2.405
H -1.854 0.125 -0.325
H -1.083 0.314 1.259
H 1.376 -0.572 1.320

<two>
14
Properties=species:S:1:pos:R:3 method="wB97M-V/def2-TZVPD" homo_ev=-8.42 smiles="CSC(=S)N(C)O"
C -0.121 0.863 2.418
S -1.208 0.540 0.950
C -0.159 0.210 -0.443
S -0.527 0.778 -1.948
N 0.742 -0.805 -0.257
C 1.695 -1.259 -1.171
O 1.017 -1.377 0.994
H 0.686 1.542 2.009
H -0.797 1.374 3.180
H 0.342 -0.006 2.885
H 1.038 -1.626 -2.092
H 2.265 -0.343 -1.579
H 2.180 -2.160 -0.605
H 0.212 -2.097 1.199

<three>
14
Properties=species:S:1:pos:R:3 method="wB97M-V/def2-TZVPD" homo_ev=-8.69 smiles="COCS/C=N/S"
C -0.762 -2.032 0.480
O -1.239 -0.682 0.715
C -1.460 0.090 -0.482
S -0.038 0.247 -1.539
C 0.797 1.315 -0.462
N 2.030 1.120 -0.278
S 2.739 2.289 0.728
H -0.673 -2.359 1.546
H 0.160 -1.925 -0.118
H -1.443 -2.597 -0.076
H -2.337 -0.280 -1.086
H -1.816 1.046 -0.168
H 0.169 2.138 -0.120
H 3.874 1.631 0.860

So which one is most stable? That would be <one>, about 1.013 eV below the next structure.